Record 1
The following is a quantum chemistry calculation of a molecular structure, C27H40AgAsN4SSi3, from the OMol25 dataset.

Results
Highest occupied orbital energy   -6.20 eV
Kohn-Sham gap   5.8808 eV
Energy   -133918.0756 eV

Geometry as XYZ:
```
77
Properties=species:S:1:pos:R:3:forces:R:3
Ag -0.2239 0.3735 0.0773 -0.164 0.657 0.026
N 0.2053 -2.9337 -2.7994 0.053 0.004 0.464
C 0.0276 -2.0454 -3.8277 -0.050 0.663 -0.087
C -0.1421 -2.2217 -5.1894 -0.004 -0.015 -0.150
C -0.3440 -1.0851 -5.9489 0.036 -0.213 0.042
C -0.3642 0.1851 -5.3678 -0.004 0.209 0.062
C -0.1829 0.3649 -4.0118 -0.018 -0.054 0.060
C 0.0144 -0.7676 -3.2268 -0.003 -0.590 -0.642
N 0.1919 -0.9035 -1.8766 0.082 -0.709 0.563
C 0.2819 -2.1981 -1.6429 -0.049 0.803 -1.140
C 0.3806 -2.7610 -0.3289 0.105 -1.429 1.023
C 0.4190 -4.0978 -0.0001 -0.021 0.606 0.132
S 0.4405 -4.3026 1.7017 -0.013 0.464 -0.434
C 0.4044 -2.5849 1.8628 0.021 -0.540 0.205
N 0.3827 -1.9292 0.7570 -0.007 0.434 -0.186
H 0.2481 -3.9336 -2.8905 -0.010 0.032 0.104
H -0.1209 -3.2048 -5.6303 -0.034 -0.130 -0.140
H -0.4978 -1.1784 -7.0125 0.009 -0.027 -0.109
H -0.5330 1.0433 -6.0028 0.001 0.055 0.005
H -0.2065 1.3404 -3.5542 -0.013 0.174 0.039
H 0.4171 -4.9448 -0.6528 0.004 -0.247 -0.199
H 0.3967 -2.1290 2.8334 -0.052 0.193 0.260
C -2.3376 1.0323 0.4995 0.158 0.136 -0.151
C -2.5628 0.2557 1.6892 -0.252 -0.006 0.135
C -2.2120 0.7507 2.9680 0.066 0.041 -0.157
C -2.4295 0.0340 4.1133 -0.121 -0.286 0.047
C -3.0123 -1.2421 4.0487 0.215 0.529 -0.911
C -3.3639 -1.7609 2.7921 0.054 0.011 0.343
C -3.1534 -1.0306 1.6531 0.176 0.139 -0.177
C -3.2226 -1.9951 5.2086 -0.109 -0.550 0.815
N -3.3785 -2.6293 6.1570 -0.040 -0.100 0.173
H -2.3362 2.1076 0.6823 0.070 -0.072 -0.024
H -3.0087 0.7867 -0.3248 0.171 -0.075 0.014
H -1.7576 1.7301 3.0274 0.026 0.124 0.031
H -2.1645 0.4468 5.0772 0.020 0.010 0.053
H -3.8097 -2.7457 2.7412 -0.048 -0.024 -0.020
H -3.4341 -1.4404 0.6916 -0.043 -0.028 -0.070
C 4.0241 4.3043 -1.4038 -0.558 -0.588 0.259
Si 2.5790 3.0496 -1.5117 0.048 0.499 -1.045
C 0.9858 4.0098 -1.9723 0.476 -0.492 0.367
C 3.0128 1.8267 -2.9205 -0.200 0.262 0.715
As 2.0299 1.7884 0.4156 0.313 0.238 0.042
Si 4.0391 0.6513 0.9295 0.791 -0.729 0.201
C 5.6300 1.7176 0.9785 -0.770 -0.246 -0.070
C 4.2528 -0.7144 -0.3954 -0.253 0.601 0.350
C 3.8462 -0.2305 2.6176 -0.147 0.475 -0.582
Si 1.7631 3.4242 2.1118 -0.445 0.635 0.851
C 3.1013 4.7848 2.2862 -0.378 -0.684 -0.295
C 0.0910 4.2883 1.7771 0.603 -0.491 -0.084
C 1.6265 2.4720 3.7676 0.131 0.145 -0.742
H 4.1467 4.8249 -2.3489 -0.106 0.019 -0.255
H 4.9622 3.8066 -1.1803 0.160 -0.097 0.065
H 3.8514 5.0514 -0.6367 -0.031 0.123 0.154
H 0.9727 4.3357 -3.0077 0.158 -0.014 -0.231
H 0.8808 4.8975 -1.3550 -0.015 0.126 0.147
H 0.1116 3.3824 -1.8017 -0.112 -0.051 0.029
H 2.9713 2.2932 -3.9001 -0.067 0.245 -0.115
H 2.3246 0.9860 -2.9229 -0.085 -0.159 0.004
H 4.0185 1.4365 -2.7931 0.178 -0.068 0.063
H 5.9093 2.0521 -0.0159 0.009 0.068 -0.181
H 6.4654 1.1526 1.3802 0.090 -0.233 0.096
H 5.4955 2.5956 1.6032 -0.030 0.155 0.092
H 4.4438 -0.2864 -1.3747 0.008 0.089 -0.171
H 3.3414 -1.3033 -0.4693 -0.178 -0.082 0.007
H 5.0720 -1.3906 -0.1688 0.177 -0.039 0.197
H 3.8949 0.4743 3.4414 -0.027 0.145 0.137
H 4.6218 -0.9736 2.7794 0.201 -0.098 -0.138
H 2.8841 -0.7350 2.6681 -0.154 -0.068 0.001
H 3.0654 5.4781 1.4519 -0.007 0.090 -0.171
H 4.1013 4.3653 2.3351 0.185 -0.070 -0.011
H 2.9418 5.3609 3.1924 -0.163 0.024 0.228
H 0.1123 4.8410 0.8427 0.017 0.079 -0.178
H -0.1838 4.9846 2.5636 0.112 0.092 0.246
H -0.6981 3.5450 1.6977 -0.110 -0.139 -0.048
H 2.6053 2.2587 4.1876 0.180 -0.060 0.019
H 1.1133 1.5263 3.6021 -0.075 -0.124 0.019
H 1.0683 3.0259 4.5160 -0.136 0.230 0.027
```
Forces are in eV/Å.



Record 2
The following is a quantum chemistry calculation of 4 unconnected molecules or ions with the total composition C45H79FN6O12P, from the OMol25 dataset.

Results
Highest occupied orbital energy (spin up / spin down)   -8.95 / -8.96 eV
2S+1   4
Kohn-Sham gap (spin up / spin down)   7.0522 / 7.0602 eV
Energy   -93437.4552 eV
⟨S²⟩   3.764

Geometry as XYZ:
```
144
Properties=species:S:1:pos:R:3:forces:R:3
C 7.2486 -2.5930 -3.2021 0.048 -0.010 0.721
C 7.2815 -1.3163 -4.2294 1.592 -0.139 0.684
O 6.6944 -1.5622 -5.5551 -1.472 0.380 1.642
C 5.2769 -1.9506 -5.4796 -0.371 -1.487 0.057
C 4.4604 -1.7592 -6.9080 -0.578 -1.931 1.380
O 4.1776 -0.3602 -7.2600 -2.597 0.607 1.945
C 3.1051 0.2230 -6.4402 -0.861 1.018 1.939
C 1.4867 0.1594 -6.7791 1.028 1.053 1.855
F 1.0838 -0.5601 -8.0100 1.209 2.280 3.923
C 0.3201 0.8628 -5.8082 2.976 0.261 1.052
C -1.2806 0.8481 -6.1581 0.124 -0.358 -0.595
C -2.2599 0.3776 -4.9312 -1.321 0.799 -0.069
C -3.5060 -0.5541 -5.5451 0.654 0.071 0.686
C -3.0331 -2.1223 -5.6149 -0.799 0.422 -0.535
C -2.6458 -2.7638 -4.1560 0.170 -0.775 -0.741
O -3.7733 -2.6570 -3.2095 2.089 1.169 0.364
C -3.4525 -1.7672 -2.0754 -0.558 0.513 0.859
C 0.8723 1.5956 -4.4503 2.879 -1.099 -1.377
C 2.4671 1.6794 -4.0813 -1.004 -1.368 -2.759
C 3.6071 1.0294 -5.0629 -4.732 0.426 0.425
O 5.0262 1.1718 -4.6940 -3.392 -2.778 -0.248
N 5.7015 1.8814 -5.6157 -2.503 5.351 -1.162
O 5.0037 2.8619 -5.9223 3.200 -3.196 -0.138
C 2.6497 2.4941 -2.6703 4.327 -0.557 -0.689
O 3.8233 2.8366 -2.1328 -8.002 -2.204 -2.951
N 1.2189 2.6772 -2.2111 0.370 1.488 -0.392
P 1.2845 4.3208 -1.5234 1.233 4.366 0.293
N 2.0258 5.2802 -2.6054 -0.366 -1.688 2.902
O -0.2876 5.0179 -1.1829 2.736 -3.521 1.298
O 2.1466 4.1938 0.0083 -1.006 0.602 -2.931
C 0.1210 2.3750 -3.2198 -3.749 0.703 0.243
O -1.1522 2.7150 -3.0035 8.296 -2.268 -1.451
H 8.3300 -3.0641 -3.0565 -2.356 1.133 -0.284
H 6.5515 -3.4764 -3.5238 1.240 1.851 0.483
H 6.8493 -2.1740 -2.1593 0.984 -1.163 -2.181
H 8.4351 -1.0752 -4.4199 -2.666 -0.471 0.131
H 6.8548 -0.3811 -3.6634 0.368 -1.748 -1.427
H 5.2699 -3.1267 -5.2747 -0.260 2.352 -0.559
H 4.7000 -1.4838 -4.5496 1.257 -0.583 -2.107
H 4.9807 -2.3712 -7.7892 -0.888 2.031 1.822
H 3.4094 -2.2914 -6.7486 2.199 0.977 -0.220
H -1.6118 1.9321 -6.5197 0.935 -2.276 0.850
H -1.5153 0.1144 -7.0699 1.007 1.604 1.921
H -1.7064 -0.1351 -4.0342 -0.982 0.933 -1.936
H -2.7822 1.3486 -4.5174 1.290 -1.943 -0.626
H -4.4930 -0.4291 -4.8850 2.316 -0.342 -1.369
H -3.7373 -0.1294 -6.6115 0.339 -0.949 1.931
H -3.9342 -2.7509 -6.0757 1.956 1.244 1.094
H -2.1581 -2.1758 -6.4123 -1.520 -0.139 1.890
H -1.6872 -2.3095 -3.6599 -1.731 -0.749 -1.150
H -2.4450 -3.9236 -4.3492 -0.409 2.467 0.533
H -4.2655 -1.9531 -1.2472 1.569 0.240 -1.727
H -2.4064 -1.9795 -1.5778 -1.933 0.245 -1.170
H -3.5198 -0.6207 -2.3644 0.242 -2.286 0.371
H 2.9136 5.6554 -2.1559 -1.422 -0.287 -0.965
H -0.6625 4.5356 -0.3706 0.498 0.911 -1.616
H 2.9975 4.7266 -0.1231 -1.666 -1.097 0.044
C -5.6135 -2.0657 3.5490 0.001 0.310 -0.058
C -4.5365 -3.1649 3.2853 -1.862 -0.139 0.528
C -3.9249 -3.6619 4.6318 0.228 -0.063 -0.369
C -2.9669 -2.6698 5.2696 -0.142 0.297 0.089
C -1.8920 -2.2300 4.2839 0.008 -0.556 -0.133
C -2.4769 -1.6969 2.9493 0.795 1.915 0.136
N -3.4931 -2.6192 2.3485 2.787 -4.294 -0.211
O -2.8009 -3.7205 1.8043 -1.944 3.113 0.984
C -3.1056 -0.2987 3.2048 -0.265 0.003 0.143
C -1.2998 -1.3877 1.9719 -0.186 -0.831 -0.136
C -5.3614 -4.3466 2.6736 0.918 -0.093 -0.402
H -6.6338 -2.4385 3.4085 0.285 -0.202 0.103
H -5.5633 -1.6712 4.5661 0.074 0.069 -0.074
H -5.5292 -1.2303 2.8501 0.124 -0.097 0.101
H -3.3818 -4.6042 4.4631 -0.162 0.186 -0.183
H -4.7271 -3.8992 5.3398 -0.050 0.018 -0.278
H -3.5186 -1.7950 5.6451 0.092 -0.134 -0.081
H -2.4969 -3.1263 6.1469 -0.054 0.031 -0.057
H -1.2607 -1.4676 4.7554 -0.112 0.074 -0.300
H -1.2275 -3.0909 4.0883 -0.262 0.239 -0.175
H -3.6008 0.0782 2.3025 0.052 -0.124 0.117
H -2.3366 0.4341 3.4800 0.028 -0.342 -0.121
H -3.8267 -0.2853 4.0232 -0.006 -0.082 -0.138
H -0.6702 -2.2683 1.7869 -0.353 0.130 -0.011
H -0.6359 -0.6199 2.3867 -0.364 -0.089 0.145
H -1.6731 -1.0185 1.0085 -0.008 -0.118 0.174
H -5.8164 -4.0585 1.7176 0.153 0.018 0.159
H -6.1701 -4.6459 3.3493 0.215 0.358 0.086
H -4.7555 -5.2473 2.5078 0.004 0.369 -0.047
C 4.7999 9.6071 -5.5750 0.317 0.106 -0.008
C 3.9329 9.1032 -4.3783 -0.362 -0.035 -2.003
C 2.8810 10.1827 -3.9756 0.105 -0.314 0.370
C 3.4766 11.3682 -3.2347 0.210 0.221 -0.184
C 4.3088 10.9119 -2.0433 -0.449 -0.375 0.081
C 5.3875 9.8639 -2.4250 1.663 1.120 0.602
N 4.8380 8.7302 -3.2355 -3.812 -1.503 3.177
O 4.0967 7.9040 -2.3659 2.381 1.841 -2.337
C 6.5236 10.5811 -3.2064 -0.055 0.068 -0.290
C 6.0991 9.3774 -1.1237 -0.660 -0.534 -0.096
C 3.1559 7.8832 -4.9771 0.055 -0.218 1.057
H 4.5340 9.1181 -6.5184 -0.227 0.050 0.292
H 4.6944 10.6814 -5.7405 0.106 -0.007 0.079
H 5.8602 9.3811 -5.4395 -0.137 0.072 0.108
H 2.1134 9.7261 -3.3326 0.260 -0.130 -0.115
H 2.3535 10.5393 -4.8677 0.198 -0.234 -0.044
H 4.0909 11.9744 -3.9172 -0.078 -0.119 0.118
H 2.6725 12.0271 -2.8910 0.073 -0.049 -0.031
H 4.7753 11.7859 -1.5735 0.200 -0.253 -0.070
H 3.6255 10.4915 -1.2835 0.294 -0.095 -0.253
H 7.2680 9.8603 -3.5637 -0.170 0.064 0.044
H 7.0513 11.2974 -2.5642 -0.251 -0.255 0.078
H 6.1700 11.1611 -4.0600 -0.012 -0.159 0.024
H 5.3936 8.9507 -0.3983 0.121 -0.014 -0.354
H 6.5957 10.2105 -0.6123 -0.148 0.017 -0.376
H 6.8637 8.6236 -1.3499 -0.203 0.110 -0.022
H 3.8450 7.0839 -5.2778 -0.072 0.175 0.124
H 2.5876 8.1827 -5.8644 0.297 0.283 0.135
H 2.4239 7.4597 -4.2766 0.366 0.057 -0.021
C -3.7610 -6.9514 10.4060 0.310 0.034 0.021
C -4.7150 -7.0879 9.1777 -0.369 0.287 1.889
C -5.2564 -8.5471 9.0685 -0.018 0.248 -0.400
C -4.2263 -9.5437 8.5640 0.280 -0.081 0.208
C -3.5949 -9.0716 7.2606 -0.560 0.154 -0.138
C -3.0160 -7.6351 7.3546 2.012 -0.515 -0.441
N -3.9861 -6.6524 7.9354 -3.974 -0.762 -3.180
O -4.9591 -6.3809 6.9517 2.784 -0.242 2.568
C -1.7179 -7.6766 8.2083 -0.039 -0.023 0.298
C -2.5039 -7.2057 5.9440 -0.837 0.227 0.020
C -5.9212 -6.1603 9.5458 0.037 0.017 -1.020
H -4.2257 -6.4108 11.2377 -0.177 -0.196 -0.247
H -3.4502 -7.9214 10.7999 0.087 0.041 -0.088
H -2.8656 -6.3717 10.1698 -0.100 -0.145 -0.089
H -6.1189 -8.5689 8.3852 0.187 0.229 0.064
H -5.6352 -8.8774 10.0424 0.089 0.289 -0.015
H -3.4488 -9.7064 9.3255 -0.121 0.053 -0.135
H -4.7030 -10.5174 8.4103 0.048 0.085 0.020
H -2.8127 -9.7795 6.9618 0.076 0.323 0.007
H -4.3618 -9.1189 6.4665 0.232 0.250 0.208
H -1.3206 -6.6672 8.3653 -0.126 -0.129 -0.022
H -0.9342 -8.2564 7.7047 -0.331 0.121 -0.113
H -1.8490 -8.1493 9.1827 -0.065 0.130 -0.053
H -3.2949 -7.2484 5.1834 0.093 0.143 0.325
H -1.7083 -7.8742 5.5944 -0.144 0.018 0.376
H -2.0963 -6.1872 5.9650 -0.130 -0.158 0.057
H -5.6032 -5.1138 9.6340 0.018 -0.217 -0.070
H -6.3594 -6.4560 10.5053 0.374 -0.159 -0.107
H -6.7361 -6.2106 8.8116 0.372 0.034 0.022
```
Forces are in eV/Å.



Record 3
The following is a quantum chemistry calculation of a molecular structure, C28H29BF4InO2S, from the OMol25 dataset.

Results
Net charge   -1
Highest occupied orbital energy   -3.58 eV
Kohn-Sham gap   5.7513 eV
Energy   -61153.1629 eV

Geometry as XYZ:
```
66
Properties=species:S:1:pos:R:3:forces:R:3
C 1.0075 0.5714 -0.9003 2.564 -1.083 -2.406
C 1.8292 0.0198 -2.0125 -2.306 -0.377 2.996
In 0.9830 0.2534 -4.1487 0.734 -0.294 0.517
S -1.3919 1.0024 -3.9498 -0.854 0.770 -0.666
C 2.3629 1.7138 -5.1981 0.781 4.313 0.242
C 2.1047 3.1671 -5.4230 1.203 -3.070 -0.395
B 1.0287 -1.8470 -5.0863 -0.393 -1.237 -0.678
O -0.0598 -2.8395 -4.9907 0.755 2.285 -0.084
O 2.2756 -2.1920 -5.8151 -0.793 -0.302 2.656
H -0.0873 0.1644 -0.7542 1.891 2.003 -0.881
H 1.4769 1.4203 -0.2389 -0.946 -2.368 -0.197
H 2.8870 -0.4912 -1.8547 -1.882 2.643 -0.219
H -1.8289 1.7264 -5.0719 0.869 -0.833 1.007
H 3.4088 1.3039 -5.5823 -2.619 0.717 -0.541
H 1.7101 3.9104 -4.6076 -0.255 -1.894 -1.908
H 2.3524 3.6217 -6.4974 0.274 -0.607 2.687
H -0.9162 -2.4268 -4.6392 2.146 -0.538 -0.703
H 3.0270 -2.0237 -5.1587 -1.577 -0.053 -1.528
F -0.2584 0.5534 1.8084 0.008 0.012 0.171
C -1.5964 0.4928 1.7823 -0.906 -0.046 -0.037
C -2.2226 -0.7390 1.6263 0.056 -0.045 0.026
C -3.6158 -0.8031 1.6042 0.117 0.472 0.072
C -4.3678 0.3678 1.7276 0.030 -0.049 0.022
C -3.7299 1.5999 1.8788 0.169 -0.403 -0.007
C -2.3370 1.6624 1.9120 0.039 0.017 0.022
H -1.6220 -1.6368 1.5235 0.000 0.118 -0.005
H -4.1151 -1.7622 1.4905 0.123 0.157 -0.012
H -5.4543 0.3178 1.7059 0.186 0.014 -0.017
H -4.3172 2.5104 1.9705 0.135 -0.147 -0.019
H -1.8250 2.6106 2.0377 0.000 -0.118 -0.066
F 4.8683 -0.3695 -1.6628 0.475 -0.223 0.107
C 5.5759 0.7337 -1.9400 0.537 0.953 -0.237
C 5.0737 1.9782 -1.5758 -0.077 0.001 0.108
C 5.8125 3.1267 -1.8597 0.278 -0.426 -0.164
C 7.0416 3.0185 -2.5150 -0.050 -0.029 0.034
C 7.5348 1.7652 -2.8810 -0.344 0.144 0.214
C 6.8010 0.6162 -2.5870 -0.049 -0.064 0.004
H 4.1133 2.0433 -1.0749 0.044 -0.090 -0.116
H 5.4323 4.1038 -1.5722 0.011 -0.208 -0.068
H 7.6154 3.9149 -2.7402 -0.104 -0.167 0.024
H 8.4897 1.6838 -3.3946 -0.172 -0.024 0.096
H 7.1736 -0.3665 -2.8563 -0.085 0.070 0.015
F 0.9983 -3.6484 3.2866 -0.307 -0.122 0.294
C 1.9392 -3.3260 2.3892 0.944 0.364 -0.908
C 2.1897 -1.9866 2.1117 -0.018 -0.043 0.096
C 3.1729 -1.6503 1.1812 0.043 -0.441 0.029
C 3.8878 -2.6585 0.5299 0.002 -0.001 0.067
C 3.6255 -4.0001 0.8116 -0.159 0.403 0.166
C 2.6501 -4.3357 1.7503 -0.081 -0.048 0.069
H 1.6187 -1.2174 2.6213 0.019 -0.083 -0.079
H 3.3817 -0.6060 0.9629 -0.145 -0.206 -0.009
H 4.6514 -2.3959 -0.1990 -0.192 -0.036 0.138
H 4.1803 -4.7832 0.3004 -0.121 0.114 0.108
H 2.4395 -5.3732 1.9878 -0.035 0.098 -0.009
F -7.7314 -1.7676 3.0890 0.019 -0.121 -0.126
C -7.9050 -0.8283 4.0283 -0.122 0.748 0.745
C -6.7959 -0.2940 4.6749 0.056 -0.055 -0.035
C -6.9759 0.6877 5.6493 -0.450 -0.123 -0.147
C -8.2652 1.1167 5.9742 0.045 -0.030 -0.026
C -9.3724 0.5706 5.3232 0.424 -0.062 -0.033
C -9.1913 -0.4029 4.3411 -0.011 -0.055 -0.047
H -5.8027 -0.6455 4.4152 -0.100 0.035 -0.033
H -6.1149 1.1173 6.1551 -0.130 -0.116 -0.122
H -8.4054 1.8792 6.7375 0.021 -0.143 -0.147
H -10.3751 0.9031 5.5806 0.173 -0.074 -0.085
H -10.0401 -0.8316 3.8187 0.111 0.005 0.031
```
Forces are in eV/Å.